# C13H34N2O5Rb

A molecular structure, C13H34N2O5Rb in a non-equilibrium geometry (wB97M-V/def2-TZVPD, the OMol25 dataset).

Properties
Total energy: -1025.2625 Ha
Total charge: +1

Structure (XYZ):
```
55
C13H34N2O5Rb | the OMol25 dataset | wB97M-V/def2-TZVPD
Rb -12.5690 8.3666 -4.5055
C -11.8775 5.9020 -1.5915
O -12.5404 6.0419 -2.8599
H -11.3438 6.8270 -1.3909
H -12.5549 5.7557 -0.7623
H -11.0468 5.2099 -1.6699
H -12.9265 5.2033 -3.1604
C -9.8412 6.5150 -6.2694
O -10.2807 7.8646 -6.2728
C -9.2300 8.7267 -6.4247
C -9.7286 10.1872 -6.4503
N -10.5201 10.6103 -5.2956
C -9.6295 10.6371 -4.1306
C -10.3512 11.0003 -2.8777
O -11.1234 9.8883 -2.5393
C -11.4699 9.8185 -1.1884
H -9.4154 6.2126 -7.2585
H -10.7310 5.9342 -5.9874
H -9.0140 6.4160 -5.5678
H -8.7085 8.6440 -7.3526
H -8.4728 8.5813 -5.6307
H -10.2713 10.2602 -7.3781
H -8.8021 10.7838 -6.5305
H -10.8506 11.5603 -5.4481
H -8.8061 11.3537 -4.2899
H -9.1902 9.6599 -3.8978
H -10.9189 11.9571 -2.8697
H -9.5985 11.1442 -2.1193
H -12.0500 8.9007 -1.0277
H -12.0597 10.6730 -0.9049
H -10.5952 9.6855 -0.5561
C -14.2627 11.3917 -2.8897
O -14.4289 10.0000 -3.1379
C -15.7695 9.5273 -2.9096
C -15.7222 8.0735 -3.1001
N -15.6117 7.7526 -4.4733
C -15.6849 6.3080 -4.7027
C -15.2240 5.9198 -6.0897
O -13.8562 6.1675 -6.2152
C -13.3702 5.8942 -7.5506
H -14.2138 11.5549 -1.8333
H -15.1035 11.9795 -3.2585
H -13.2863 11.6524 -3.3122
H -16.4201 10.1193 -3.6026
H -16.0336 9.7606 -1.8734
H -16.6234 7.6070 -2.6599
H -14.8622 7.7047 -2.5449
H -16.2130 8.2514 -5.0948
H -16.7520 5.9320 -4.5822
H -15.1835 5.8302 -3.8712
H -15.7820 6.5211 -6.8047
H -15.5348 4.8772 -6.3353
H -14.0042 6.3003 -8.3407
H -13.2577 4.7830 -7.6608
H -12.4273 6.4670 -7.6249
```